No. 1
56
Properties=species:S:1:pos:R:3:forces:R:3:mulliken_charge:R:1 method="wB97M-V/def2-TZVPD" total_energy_ev=-43689.8516 gap_ha=0.3090 smiles="CCCC1=Nc2cc(C(=O)NCCN3CCOCC3)ccc2Sc2ccccc21" multiplicity=1 e_above_lowest_kcal_mol=34.5 e_homo_ev=-8.02
S 4.3799 -1.9356 -1.4439 -0.20 0.23 0.23 -0.324
O -7.5563 0.5214 -0.2548 -0.13 -0.03 0.06 -0.405
O -2.3321 -1.6816 -2.0421 -0.08 -0.22 -0.11 -0.671
N -5.4121 -0.6915 1.2372 -0.07 0.11 -0.08 0.071
N 2.9431 0.7263 -0.8468 0.37 0.94 -0.18 -0.296
N -2.0727 -0.1037 -0.4495 0.05 0.21 0.25 -0.081
C 4.4891 -0.2637 0.7583 0.03 -0.41 0.07 0.087
C 1.7551 -2.6462 -1.7548 -0.20 0.02 0.01 -0.559
C -6.0486 0.5433 1.6485 -0.21 0.05 -0.17 -0.794
C 4.7563 -0.0106 2.1012 -0.06 0.10 -0.10 -0.569
C 0.7547 -0.1712 -1.0050 0.04 -0.16 0.06 -0.519
C 5.2366 -1.0088 2.9285 0.02 -0.02 0.07 -0.693
C 5.1188 4.3485 -1.1934 -0.14 -0.16 -0.03 -1.359
C -6.8924 -0.6115 -0.7761 0.14 -0.29 0.03 -0.391
C 0.3918 -2.4345 -1.7260 -0.13 0.06 -0.02 -0.851
C 2.6235 -1.6301 -1.3948 0.44 0.11 0.02 0.683
C -1.6003 -1.0351 -1.3172 -0.01 0.21 0.14 0.297
C 4.7025 -1.5543 0.2731 0.02 -0.10 -0.40 0.546
C -0.1173 -1.1998 -1.3262 0.34 -0.22 -0.11 0.555
C 4.7913 2.0707 -0.1711 -0.22 0.26 -0.31 -0.717
C -3.4884 0.1001 -0.2602 -0.27 -0.16 0.09 -0.377
C 5.1964 -2.5523 1.0972 0.03 0.01 0.05 -0.433
C 4.2681 3.0854 -1.1820 0.22 0.07 0.20 -0.247
C -6.2636 -1.4533 0.3435 -0.20 0.15 -0.09 -0.749
C -6.6671 1.3295 0.4831 0.17 0.06 0.29 -0.363
C -3.9992 -0.6759 0.9772 0.14 0.04 -0.19 -0.821
C 5.4681 -2.2787 2.4252 0.04 0.00 0.04 -0.497
C 3.9920 0.8024 -0.1408 -0.05 -0.08 0.17 0.329
C 2.1378 -0.3651 -1.0330 -0.44 -0.86 -0.07 -0.429
H 4.2655 2.6293 -2.1726 -0.11 -0.02 0.00 0.337
H -1.4487 0.2932 0.2338 0.06 -0.10 -0.11 0.294
H -7.0765 -1.8687 0.9521 -0.02 -0.07 -0.14 0.352
H 5.8281 1.8072 -0.4032 0.04 -0.01 0.09 0.342
H -5.3279 1.1646 2.1820 0.00 0.03 0.06 0.379
H 5.8556 -3.0558 3.0664 0.03 -0.06 0.06 0.393
H 4.7953 2.5108 0.8303 0.10 -0.01 0.06 0.361
H -3.9734 -0.2768 -1.1625 -0.01 0.16 0.11 0.261
H -7.2597 2.1657 0.8595 0.10 0.01 -0.01 0.350
H -0.2983 -3.2131 -2.0107 -0.07 -0.05 -0.04 0.474
H 5.1146 4.8250 -0.2149 0.05 0.10 0.09 0.334
H 0.3982 0.8168 -0.7542 -0.04 0.11 -0.05 0.573
H -3.6814 1.1713 -0.1534 -0.06 -0.08 -0.07 0.153
H -7.6535 -1.1900 -1.3025 0.09 -0.01 -0.03 0.344
H -6.1270 -0.2901 -1.4980 -0.07 -0.04 0.03 0.267
H 4.5726 0.9754 2.5019 0.02 0.10 0.04 0.393
H -5.6917 -2.2748 -0.0880 -0.01 -0.07 0.00 0.385
H -6.8585 0.2746 2.3383 0.00 0.16 0.02 0.355
H 6.1487 4.1154 -1.4554 0.14 0.04 -0.02 0.343
H 3.2353 3.3334 -0.9346 -0.03 -0.05 -0.09 0.300
H 2.1600 -3.6007 -2.0547 0.02 -0.10 0.02 0.448
H -3.6791 -1.7168 0.8658 0.11 0.07 0.02 0.356
H 5.3673 -3.5354 0.6863 -0.02 -0.11 -0.01 0.438
H 4.7341 5.0589 -1.9207 0.02 0.12 -0.05 0.383
H -5.8816 1.7179 -0.1837 -0.05 0.00 0.05 0.242
H -3.5098 -0.2685 1.8699 0.08 -0.07 -0.04 0.326
H 5.4368 -0.7932 3.9673 0.00 0.02 0.08 0.394

No. 2
58
Properties=species:S:1:pos:R:3:forces:R:3:mulliken_charge:R:1 method="wB97M-V/def2-TZVPD" total_energy_ev=-56572.4542 gap_ha=0.3396 smiles="CCN(c1ccccc1)S(=O)(=O)c1ccc(C(=O)NC[C@H](c2cccs2)N(C)C)cc1" multiplicity=1 e_above_lowest_kcal_mol=23.4 e_homo_ev=-9.00
S -4.5549 1.3835 -0.2021 0.20 0.08 -0.06 1.323
S 1.5291 -0.6233 -1.2886 0.42 -0.45 0.34 -0.129
O -5.1185 2.1261 -1.2878 0.29 -0.01 -0.15 -0.720
O 1.9026 3.3953 0.2033 0.13 0.22 -0.28 -0.648
O -5.3027 1.2569 1.0089 0.27 -0.11 0.14 -0.679
N -4.1857 -0.1579 -0.7767 -0.65 0.96 0.21 0.230
N 1.8813 1.4278 1.3206 0.06 -0.12 0.24 0.064
N 5.1577 0.1970 -0.0235 -0.17 0.01 -0.01 -0.105
C 3.7486 0.5776 -0.0437 0.00 0.07 0.21 0.386
C 1.2855 2.4599 0.6670 -0.16 -0.24 0.30 0.210
C 3.3141 1.2603 1.2764 0.19 0.20 -0.23 -1.677
C -2.1525 2.5563 -0.8315 0.01 0.11 -0.13 -0.556
C -2.9004 1.9563 0.1635 -0.62 -0.16 -0.01 0.028
C -0.7991 2.7566 -0.6265 0.06 -0.05 0.10 -0.964
C -3.8587 -2.2284 2.2391 -0.02 -0.01 0.07 -0.890
C 5.5567 -0.3331 -1.3151 0.02 -0.10 0.01 -1.043
C 2.0528 -2.7879 -0.0241 -0.21 -0.09 -0.07 -0.717
C -3.5947 -0.9850 0.1976 0.17 -0.70 0.63 -1.081
C -4.4009 -1.4529 1.2316 0.08 -0.08 -0.05 -0.072
C -2.2419 -1.3159 0.1851 -0.17 0.03 -0.16 0.933
C -0.9752 1.7567 1.5614 0.05 0.10 -0.14 -0.217
C 3.0456 -1.8602 0.3658 0.07 0.27 -0.04 -0.252
C 2.9088 -0.6485 -0.2374 -0.37 0.02 -0.31 -0.060
C -1.7100 -2.1014 1.1923 0.10 -0.07 0.02 -0.586
C -2.3319 1.5726 1.3642 -0.06 0.08 0.19 -0.737
C 6.0352 1.2875 0.3602 -0.05 -0.03 0.09 -1.007
C -3.9062 -1.5733 -2.7539 0.06 0.23 0.18 -1.400
C 1.1677 -2.2643 -0.9083 -0.06 0.33 -0.21 -0.628
C -2.5127 -2.5573 2.2232 0.02 0.01 0.04 -0.521
C -3.6949 -0.1956 -2.1392 0.08 -0.06 -0.65 -0.230
C -0.2000 2.3236 0.5533 -0.26 0.11 -0.08 0.487
H -4.9565 -1.8455 -2.7011 -0.11 -0.05 -0.02 0.347
H -5.4432 -1.1816 1.2383 -0.11 -0.03 -0.01 0.528
H 2.0046 -3.7993 0.3383 -0.04 -0.19 0.03 0.471
H -3.3280 -2.3244 -2.2206 0.03 -0.12 -0.02 0.314
H -0.6589 -2.3518 1.1703 0.07 -0.01 -0.02 0.275
H -3.5950 -1.5616 -3.7950 0.04 -0.03 -0.09 0.426
H -2.9611 1.1342 2.1223 0.00 -0.09 0.15 0.543
H 5.8852 1.5359 1.4080 0.06 0.11 0.03 0.309
H 5.8826 2.1893 -0.2500 0.02 0.06 -0.03 0.367
H 3.6318 0.6534 2.1255 0.05 0.02 -0.02 0.322
H -1.5975 -0.9538 -0.6023 0.07 0.07 -0.09 0.241
H -4.2822 0.5505 -2.6763 0.20 -0.12 -0.09 0.542
H -0.5259 1.4675 2.4998 0.04 -0.04 0.09 0.619
H -0.1837 3.2262 -1.3786 0.04 0.05 -0.06 0.471
H 3.7479 2.2588 1.3384 0.05 -0.13 0.09 0.509
H 1.3313 0.6063 1.5183 -0.02 0.08 -0.10 0.372
H 4.9144 -1.1699 -1.5819 0.04 -0.01 -0.08 0.309
H 7.0649 0.9571 0.2367 0.04 0.04 0.03 0.371
H -2.0918 -3.1668 3.0086 0.03 -0.06 0.07 0.447
H 5.5003 0.4219 -2.1141 0.00 0.03 -0.03 0.353
H -2.6349 0.0914 -2.2023 -0.08 0.03 0.00 0.228
H 3.8463 -2.0818 1.0471 0.21 -0.01 0.12 0.543
H -2.6420 2.8591 -1.7438 0.02 0.05 -0.15 0.538
H 6.5812 -0.6937 -1.2455 0.05 -0.01 -0.07 0.363
H -4.4916 -2.5831 3.0386 -0.07 -0.03 0.07 0.400
H 3.5332 1.2903 -0.8643 0.06 -0.02 0.09 0.451
H 0.3239 -2.7377 -1.3695 -0.19 -0.17 -0.07 0.601

No. 3
58
Properties=species:S:1:pos:R:3:forces:R:3:mulliken_charge:R:1 method="wB97M-V/def2-TZVPD" total_energy_ev=-38996.7773 gap_ha=0.3190 smiles="COc1cccc(CCNC(=O)CCc2nnc(Cc3cc(OC)ccc3OC)o2)c1" multiplicity=1 e_above_lowest_kcal_mol=73.2 e_homo_ev=-7.90
O -3.6989 1.9976 -0.8011 0.25 0.07 -0.16 -0.449
O 1.1358 1.7463 1.8466 -0.11 0.20 -0.33 -0.397
O -4.0556 -1.5953 -1.2608 0.02 -0.14 0.33 -0.472
O 3.1318 1.9672 -0.1450 0.13 0.04 0.10 -0.325
O 3.8512 -2.1428 1.1056 -0.03 0.05 0.53 -0.670
N 3.1675 0.6671 -1.8971 1.14 -0.45 0.27 -0.393
N 2.9723 -2.0417 -0.9782 -0.18 -0.23 -0.27 -0.166
N 2.0495 1.4254 -1.9631 -0.99 0.91 0.04 -0.631
C -2.9687 -1.7647 -0.4539 -0.02 -0.11 0.15 0.114
C -2.4488 1.2112 1.1436 -0.32 0.15 -0.25 -0.478
C 3.9341 -1.8072 -0.0582 0.37 -0.09 -0.64 0.485
C 1.3047 1.0583 3.0618 0.06 -0.10 0.20 -0.886
C -0.1027 1.7561 1.2675 -0.28 -0.01 -0.01 0.834
C -1.2287 1.1481 1.7986 0.39 0.12 0.12 -0.593
C 5.1533 -1.0764 -0.6145 -0.17 0.09 0.23 -0.749
C -3.2228 -2.3276 0.7970 -0.16 0.08 -0.20 -0.584
C -1.4192 2.4858 -0.6048 -0.17 -0.10 0.11 -0.905
C 0.7674 -1.2262 -0.2755 0.08 -0.23 -0.09 0.081
C 5.0386 0.4135 -0.2657 0.11 0.06 0.10 -0.638
C -0.8922 -2.1794 1.3439 0.09 -0.01 -0.04 -0.438
C -1.6694 -1.4103 -0.7917 -0.18 -0.03 -0.19 0.462
C -0.6295 -1.6124 0.1056 0.02 -0.02 0.09 -0.228
C 1.0033 3.1581 -0.5105 -0.06 -0.13 0.27 -1.408
C -2.5544 1.8757 -0.0677 0.14 0.01 0.16 0.224
C -3.8624 -1.0389 -2.5412 0.05 0.11 -0.21 -0.739
C -4.9038 1.5265 -0.2409 -0.16 -0.07 0.10 -0.784
C -0.2072 2.4470 0.0500 0.04 -0.01 0.21 0.951
C -2.1868 -2.5328 1.6843 -0.02 0.01 0.01 -0.813
C 2.0431 2.1823 -0.9159 0.06 -0.18 -0.54 0.776
C 1.6430 -2.4513 -0.5836 -0.10 0.06 0.18 -0.975
C 3.7894 0.9981 -0.8117 -0.11 -0.08 -0.49 0.888
H -0.0838 -2.3423 2.0414 0.13 -0.01 0.10 0.446
H -3.1943 -1.6569 -3.1488 -0.01 0.02 0.02 0.345
H 0.7102 3.7461 -1.3799 0.07 0.01 0.06 0.484
H -1.1785 0.6128 2.7324 0.05 -0.06 0.09 0.338
H 1.0668 -0.0051 2.9607 -0.01 0.02 -0.01 0.271
H 1.7424 -3.0755 0.3067 -0.08 -0.02 -0.14 0.403
H -1.4486 -0.9591 -1.7461 0.00 0.08 -0.13 0.481
H 2.3583 1.1657 3.3156 -0.07 -0.05 0.03 0.284
H 5.2168 -1.2013 -1.6942 0.06 -0.01 -0.01 0.334
H -4.8491 -1.0163 -3.0014 0.08 0.02 -0.02 0.231
H 5.0266 0.5456 0.8183 0.07 -0.02 -0.05 0.228
H -5.6817 1.7950 -0.9542 0.00 -0.04 0.08 0.235
H -5.1108 2.0087 0.7195 0.01 0.00 -0.02 0.363
H 0.7443 -0.5753 -1.1521 0.02 0.03 0.08 0.387
H -4.2376 -2.5958 1.0464 -0.12 -0.04 0.02 0.461
H -4.8938 0.4410 -0.1098 0.01 0.02 0.00 0.246
H 3.0341 -1.5335 -1.8514 0.13 -0.02 0.17 0.437
H -2.3911 -2.9705 2.6503 -0.03 -0.05 0.08 0.380
H -3.4669 -0.0206 -2.4813 0.00 -0.03 0.01 0.250
H 1.2005 -3.0401 -1.3904 0.00 -0.02 0.09 0.299
H 5.8996 0.9555 -0.6675 -0.03 0.00 0.10 0.312
H -1.5142 3.0038 -1.5461 0.00 0.10 -0.14 0.412
H 1.4328 3.8048 0.2568 -0.03 0.09 -0.11 0.309
H -3.2980 0.7223 1.5916 -0.11 -0.06 0.00 0.410
H 0.6930 1.4940 3.8583 0.00 -0.02 -0.03 0.339
H 1.2399 -0.6804 0.5442 0.05 0.11 0.00 -0.183
H 6.0493 -1.4799 -0.1429 -0.07 -0.03 -0.06 0.401

No. 4
61
Properties=species:S:1:pos:R:3:forces:R:3:mulliken_charge:R:1 method="wB97M-V/def2-TZVPD" total_energy_ev=-53928.4214 gap_ha=0.3142 smiles="Cc1ccc(NC(=O)COC(=O)[C@H](C)NC(=O)c2ccccc2)cc1S(=O)(=O)N1CCOCC1" multiplicity=1 e_above_lowest_kcal_mol=3.7 e_homo_ev=-8.39
S 0.4794 1.1807 4.4369 0.29 -0.31 -0.10 1.365
O -1.2792 -0.3156 -2.7450 -0.04 0.10 0.07 -0.713
O 1.9805 -1.8355 0.7779 0.24 -0.06 0.13 -0.604
O 3.7400 -1.8553 4.3919 0.17 -0.10 0.14 -0.442
O 1.0664 2.4852 4.5786 0.17 -0.16 -0.20 -0.725
O 0.4560 -2.7364 -2.2964 -0.20 -0.25 0.32 -0.349
O 1.2681 -1.3957 -3.9116 -0.04 -0.08 0.02 -0.628
O -0.5144 0.7733 5.3926 0.10 -0.24 -0.18 -0.726
N 1.6930 0.0450 4.3940 -0.80 0.80 0.14 0.072
N -1.4484 -1.2721 -4.7609 0.09 -0.28 -0.08 -0.147
N 0.2503 -0.8371 -0.3348 -0.29 0.08 -0.37 -0.080
C -1.7377 2.2422 -3.9020 0.03 -0.18 0.00 -0.471
C -1.3276 0.8603 0.2754 0.13 -0.14 -0.02 -0.528
C 1.2841 -1.6900 -0.2064 -0.15 -0.34 -0.56 0.560
C -3.3851 2.2702 -6.1268 -0.04 0.05 -0.10 -0.695
C -0.5049 -3.4411 -5.3825 -0.06 0.15 0.12 -1.743
C 2.3903 -2.2641 4.3774 -0.35 0.08 0.09 -0.249
C -2.1937 3.4454 -4.4064 0.01 0.03 0.02 -0.650
C 1.5889 -2.5098 -1.4678 0.65 0.06 0.20 -0.648
C 3.9009 -0.6344 3.7044 -0.10 0.35 -0.01 -0.302
C -0.8579 -2.4925 -4.2461 0.02 0.06 0.28 0.508
C -1.5712 -0.2143 -3.9305 -0.20 -0.11 -0.22 0.414
C -1.8691 2.8433 3.4673 -0.13 0.14 0.08 -1.762
C -3.0157 3.4608 -5.5213 -0.04 -0.01 -0.03 -0.408
C -2.9244 1.0639 -5.6318 0.12 -0.06 0.12 -0.259
C -1.3188 1.8809 2.4691 -0.13 0.10 -0.02 0.497
C 3.0728 0.4720 4.3668 0.54 0.14 -0.20 -0.625
C 0.2952 0.1665 1.8996 0.19 -0.24 -0.14 0.008
C -1.8487 1.7577 1.1870 0.19 -0.05 0.25 -1.482
C -2.0896 1.0435 -4.5175 -0.10 0.39 -0.02 0.374
C -0.2455 0.0532 0.6227 -0.12 0.33 0.42 -0.280
C -0.2429 1.0650 2.7944 0.17 -0.02 0.30 0.653
C 1.5002 -1.2210 5.0626 -0.10 -0.58 0.09 -0.640
C 0.4131 -2.1170 -3.4744 0.00 0.10 -0.48 0.439
H 3.1253 1.4040 3.8062 0.22 -0.02 0.01 0.397
H 3.5889 -0.7568 2.6575 0.04 0.05 0.05 0.101
H 3.4447 0.6462 5.3869 -0.03 0.02 -0.10 0.355
H -2.2020 2.3042 4.3528 -0.12 0.08 0.05 0.358
H 0.2429 -2.9848 -6.0279 0.06 0.02 -0.06 0.441
H 1.9764 -3.4828 -1.1562 -0.11 0.20 0.01 0.391
H 0.4459 -1.4839 4.9895 0.06 -0.20 0.08 0.401
H -3.3754 4.3993 -5.9156 -0.03 0.08 -0.03 0.389
H 2.0612 -2.4111 3.3390 -0.02 -0.02 0.08 0.064
H 1.1313 -0.4402 2.1961 -0.01 -0.03 -0.08 0.911
H -1.7519 0.7742 -0.7135 -0.05 0.00 -0.10 0.498
H 2.3598 -1.9793 -2.0417 -0.13 -0.13 0.16 0.319
H -1.0979 2.2117 -3.0328 0.05 -0.01 0.08 0.419
H -3.2417 0.1416 -6.0968 -0.04 -0.08 -0.03 0.437
H -1.9103 4.3710 -3.9288 0.03 0.07 0.04 0.406
H -2.6866 2.3769 0.9014 -0.08 0.07 0.00 0.370
H -0.2474 -0.8032 -1.2224 0.17 -0.16 0.10 0.225
H 2.3527 -3.2133 4.9141 -0.09 0.06 -0.04 0.405
H -1.3925 -3.6742 -5.9662 -0.06 -0.06 -0.05 0.451
H 4.9650 -0.3971 3.7473 -0.08 0.06 -0.04 0.405
H 1.7763 -1.1439 6.1243 -0.07 -0.02 -0.09 0.370
H -1.0854 3.5266 3.7900 -0.07 0.14 0.03 0.360
H -2.6990 3.4092 3.0512 -0.03 0.04 0.00 0.416
H -1.5553 -2.9615 -3.5413 0.16 0.07 -0.12 0.209
H -0.1006 -4.3666 -4.9815 0.02 -0.08 0.00 0.415
H -4.0375 2.2821 -6.9873 -0.05 0.00 -0.06 0.398
H -1.4849 -1.1449 -5.7590 0.02 0.11 0.07 0.360